62
Properties=species:S:1:pos:R:3:forces:R:3:nbo_charge:R:1 method="wB97M-V/def2-TZVPD" spin_multiplicity=1 total_charge=0 e_homo_ha=-0.2782 gap_ev=8.2
C -7.584 -1.815 1.757 -0.1 -0.2 0.1 -0.251
H -8.605 -1.500 1.965 0.1 -0.1 0.0 0.202
H -7.602 -2.769 1.220 0.0 0.0 0.0 0.176
H -7.045 -1.941 2.702 0.0 0.0 0.0 0.176
O -7.024 -0.790 0.974 0.3 0.2 -0.2 -0.480
C -5.736 -0.920 0.562 -0.1 0.1 -0.1 0.261
C -4.907 -1.993 0.850 -0.3 0.1 0.1 -0.296
C -3.606 -2.031 0.378 0.3 0.3 -0.3 -0.167
C -3.117 -0.987 -0.394 -0.6 0.1 0.2 -0.127
C -3.942 0.104 -0.691 -0.1 0.0 0.0 -0.284
C -5.240 0.149 -0.224 -0.2 0.0 0.1 0.332
O -6.121 1.160 -0.456 0.0 -0.4 0.2 -0.495
C -5.692 2.251 -1.231 0.1 0.2 -0.1 -0.252
H -6.545 2.925 -1.286 0.1 0.0 0.0 0.201
H -5.409 1.942 -2.242 0.0 0.0 0.0 0.175
H -4.849 2.771 -0.763 0.0 0.0 0.0 0.175
H -3.539 0.904 -1.290 0.0 0.1 -0.1 0.230
C -1.764 -1.031 -0.892 0.9 -0.8 0.1 0.497
N -0.900 -1.987 -0.703 -1.0 0.2 0.2 -0.477
C 0.233 -1.597 -1.364 -0.1 1.0 -0.5 0.020
C 0.008 -0.380 -1.945 0.8 -0.9 0.1 0.292
O -1.269 -0.024 -1.647 -0.3 0.2 0.1 -0.411
C 0.844 0.526 -2.766 -0.3 0.1 0.2 -0.688
H 1.332 1.266 -2.125 0.0 0.1 0.0 0.274
H 0.221 1.045 -3.491 0.0 0.0 -0.2 0.228
H 1.609 -0.043 -3.286 0.0 0.0 -0.1 0.228
C 1.444 -2.440 -1.293 -0.1 0.0 0.5 -0.612
H 2.325 -1.936 -1.682 0.1 -0.1 0.0 0.253
H 1.297 -3.398 -1.790 0.1 -0.1 -0.1 0.236
S 1.646 -2.863 0.506 0.8 -1.1 -1.1 1.296
O 1.807 -1.599 1.234 -0.2 1.0 0.8 -1.009
C 3.391 -3.518 0.327 -0.7 0.2 -0.1 -0.696
C 4.324 -2.399 -0.081 -0.1 -0.2 0.3 0.661
O 4.804 -2.325 -1.196 0.1 0.0 -0.4 -0.635
N 4.560 -1.522 0.914 0.1 0.1 0.3 -0.609
C 5.304 -0.298 0.716 0.2 0.3 0.0 -0.225
H 5.770 -0.362 -0.270 0.0 0.0 0.1 0.229
H 6.090 -0.243 1.478 0.0 0.0 -0.2 0.196
C 4.402 0.933 0.810 -0.1 -0.2 -0.3 -0.433
C 3.422 0.986 -0.371 0.1 0.0 0.1 -0.216
N 2.350 1.957 -0.315 0.1 0.1 0.1 -0.456
C 1.355 1.741 0.727 -0.2 -0.1 0.0 -0.248
C 1.679 2.697 1.897 -0.1 0.0 0.0 -0.428
H 2.111 2.155 2.738 0.0 0.0 0.0 0.204
H 0.774 3.188 2.250 0.0 0.0 0.1 0.209
C 2.679 3.706 1.313 0.1 0.0 -0.1 -0.428
H 2.355 4.736 1.458 0.1 0.1 0.0 0.210
H 3.659 3.595 1.776 0.0 0.0 0.0 0.201
C 2.742 3.350 -0.184 -0.1 0.1 -0.1 -0.223
H 2.009 3.952 -0.734 0.1 0.1 0.0 0.186
H 3.724 3.522 -0.624 0.0 0.0 -0.1 0.200
H 0.376 1.996 0.307 -0.1 0.0 0.1 0.185
H 1.334 0.695 1.029 -0.1 0.0 -0.1 0.240
H 3.984 1.169 -1.293 0.0 -0.1 0.0 0.195
H 2.941 0.011 -0.460 0.1 0.0 -0.1 0.207
H 3.841 0.885 1.745 0.0 0.1 0.1 0.200
H 5.028 1.827 0.826 0.0 0.1 0.1 0.206
H 3.920 -1.529 1.697 0.0 -0.1 -0.1 0.417
H 3.660 -3.924 1.301 -0.1 0.0 0.0 0.240
H 3.374 -4.304 -0.422 0.1 0.0 0.0 0.249
H -2.960 -2.863 0.601 0.1 -0.1 0.0 0.234
H -5.269 -2.814 1.448 -0.1 -0.1 0.1 0.222

18
Properties=species:S:1:pos:R:3:forces:R:3:nbo_charge:R:1 method="wB97M-V/def2-TZVPD" spin_multiplicity=1 total_charge=0 e_homo_ha=-0.3493 gap_ev=9.9
C -0.076 -2.371 -1.060 0.3 -0.8 0.2 -0.199
C 0.665 -2.183 0.085 -0.7 2.3 0.0 -0.199
C -1.011 -1.404 -1.421 0.4 -0.6 2.0 -0.194
C 0.623 -0.983 0.776 -0.8 0.8 -0.7 -0.185
C -1.265 -0.325 -0.543 1.6 -1.5 -2.1 -0.184
C -0.315 -0.030 0.403 -1.7 0.5 0.0 -0.157
C -0.517 1.365 0.937 4.2 1.0 -1.0 0.319
C 0.962 2.416 0.247 -3.6 -1.5 0.3 0.202
F -1.593 2.032 0.494 0.1 -0.3 0.5 -0.329
F 2.077 1.959 0.746 0.9 -0.5 0.4 -0.323
Cl 0.661 4.046 0.717 0.1 0.6 0.3 0.030
Br -0.268 1.413 2.821 -0.3 0.4 0.5 0.068
Br 0.939 2.270 -1.680 0.1 -0.2 0.1 0.052
H 0.120 -3.373 -1.533 -0.7 1.4 -0.1 0.223
H 1.305 -2.913 0.388 1.8 -1.9 0.9 0.208
H -1.539 -1.671 -2.269 -1.5 0.2 -1.5 0.215
H 1.229 -0.658 1.569 1.2 -0.4 1.0 0.225
H -1.996 0.411 -0.676 -1.2 0.5 -0.8 0.227

17
Properties=species:S:1:pos:R:3:forces:R:3:nbo_charge:R:1 method="wB97M-V/def2-TZVPD" spin_multiplicity=1 total_charge=0 e_homo_ha="-0.2582 / -0.2606" gap_ev="7.4 / 7.4"
C -1.886 0.449 -0.085 0.0 0.0 0.0 -0.669
C -1.226 -0.811 -0.551 -0.2 0.0 -0.2 -0.138
C 0.151 -1.036 -0.500 0.0 -0.1 0.1 -0.264
C 1.145 0.654 -0.952 0.0 0.1 0.0 -0.429
C 1.693 0.859 0.338 0.0 -0.1 0.0 -0.199
C 1.108 0.144 1.390 0.0 -0.1 0.0 -0.266
C 0.410 -0.964 0.955 0.2 0.1 0.2 -0.190
H -2.108 1.077 -0.967 0.0 -0.1 0.1 0.211
H -2.841 0.272 0.421 0.1 0.0 -0.1 0.226
H -1.253 1.037 0.586 -0.1 -0.1 -0.1 0.223
H -1.862 -1.479 -1.136 0.1 0.1 0.0 0.195
H 0.517 -1.917 -1.036 0.0 0.2 0.1 0.230
H 0.193 1.115 -1.191 0.1 -0.1 0.1 0.215
H 1.841 0.751 -1.791 -0.1 -0.1 0.1 0.208
H 2.667 1.322 0.481 -0.1 -0.1 0.0 0.211
H 1.359 0.301 2.435 0.0 0.0 -0.2 0.220
H 0.092 -1.773 1.603 0.0 0.2 -0.1 0.216

18
Properties=species:S:1:pos:R:3:forces:R:3:nbo_charge:R:1 method="wB97M-V/def2-TZVPD" smiles="CNC(=O)C(C)C" spin_multiplicity=1 total_charge=0 e_homo_ha=-0.3510 gap_ev=10.4
C 2.825 0.110 -0.050 0.2 0.0 0.1 -0.421
N 1.436 -0.142 -0.370 -0.1 0.0 0.0 -0.621
C 0.421 0.570 0.202 0.1 0.1 0.0 0.680
O 0.628 1.444 1.029 0.0 -0.3 -0.2 -0.630
C -0.991 0.202 -0.271 -0.1 0.0 0.0 -0.313
C -1.212 -1.315 -0.367 0.0 -0.1 0.0 -0.603
C -2.032 0.855 0.634 0.0 0.0 0.0 -0.599
H 3.334 0.673 -0.843 -0.1 -0.1 0.1 0.191
H 3.360 -0.831 0.114 -0.1 0.2 0.0 0.196
H 2.847 0.702 0.866 0.0 -0.1 -0.2 0.240
H 1.216 -0.813 -1.088 0.0 0.1 0.1 0.391
H -1.100 0.620 -1.282 0.1 0.0 0.1 0.215
H -0.911 -1.815 0.561 -0.1 0.1 -0.1 0.213
H -0.663 -1.778 -1.195 -0.1 0.1 0.1 0.196
H -2.274 -1.529 -0.536 0.2 0.1 0.0 0.217
H -3.026 0.766 0.183 0.1 0.0 0.1 0.202
H -2.053 0.369 1.615 0.0 0.0 -0.1 0.209
H -1.805 1.910 0.798 0.0 -0.1 -0.1 0.236